1.
{
  "formula": "C5H10O2",
  "method": "ωB97M-V/def2-TZVPD",
  "lumo_energy_ev": 1.0,
  "homo_energy_ev": -9.83,
  "de_lowest_kcal_mol": 57.0,
  "gap_ev": 10.84,
  "smiles": "CO[C@H]1C[C@H]1CO",
  "symbols": ["O", "O", "C", "C", "C", "C", "C", "H", "H", "H", "H", "H", "H", "H", "H", "H", "H"],
  "positions_angstrom": [[-0.21672, -0.48632, -1.11671], [2.75048, -0.17836, 0.30312], [0.60711, 0.84304, 0.78251], [-1.45922, -0.91106, -1.63392], [1.58373, -0.26613, 1.09385], [-0.86608, 0.62373, 1.02589], [-0.32696, 0.68743, -0.37479], [2.46626, -0.28373, -0.61458], [-1.90704, -0.14393, -2.28295], [-0.56358, 1.56968, -0.97389], [1.08670, -1.23875, 0.96746], [-1.47116, 1.44619, 1.39678], [-1.15552, -0.35904, 1.39376], [0.99974, 1.84381, 0.94856], [1.91460, -0.19111, 2.13489], [-1.27358, -1.81230, -2.22305], [-2.16875, -1.14317, -0.82693]],
  "forces_ev_per_a": [[0.0, 0.0, 0.0], [0.0, -0.1, -0.3], [0.1, 0.1, 0.0], [-0.2, -0.1, -0.1], [-0.3, 0.0, 0.3], [-0.2, -0.1, 0.1], [0.0, 0.2, 0.0], [0.1, 0.0, 0.1], [0.1, -0.1, 0.1], [0.0, -0.1, 0.1], [0.1, 0.1, 0.0], [0.1, -0.1, -0.1], [0.1, 0.2, -0.1], [-0.1, -0.1, 0.0], [-0.1, 0.0, -0.1], [0.0, 0.1, 0.1], [0.1, 0.0, -0.1]]
}

2.
{
  "formula": "C6H8S2",
  "method": "ωB97M-V/def2-TZVPD",
  "lumo_energy_ev": -0.4,
  "homo_energy_ev": -8.97,
  "de_lowest_kcal_mol": 35.0,
  "gap_ev": 8.58,
  "smiles": "C=C[C@@]1(C)SCC1=S",
  "symbols": ["S", "S", "C", "C", "C", "C", "C", "C", "H", "H", "H", "H", "H", "H", "H", "H"],
  "positions_angstrom": [[-1.22214, -1.72366, -0.12811], [2.58131, -0.54985, 0.12694], [-0.08443, 1.87267, -1.14371], [-0.26768, -0.14480, 0.39140], [1.01337, -0.73710, -0.23743], [0.36413, -1.78008, -1.09942], [-0.81574, 1.07631, -0.32342], [-0.24993, 0.08513, 1.92310], [0.84923, -2.77132, -1.14479], [-1.25684, 0.40814, 2.23603], [0.93789, 1.62419, -1.42239], [-1.86365, 1.31217, -0.10743], [0.46848, 0.87349, 2.18093], [-0.56430, 2.72451, -1.62668], [0.00062, -0.81884, 2.48563], [0.10969, -1.45097, -2.11065]],
  "forces_ev_per_a": [[1.0, 0.8, 0.2], [-0.9, 0.1, -0.2], [-1.2, -1.1, 0.6], [0.0, 0.0, 0.6], [-0.2, -0.2, 0.4], [-0.4, -0.8, -0.4], [1.1, 0.7, -0.8], [-0.2, 0.1, -0.4], [-0.1, 0.6, 0.1], [0.4, -0.1, -0.1], [-0.1, 0.2, 0.2], [0.4, -0.1, 0.0], [-0.2, -0.1, -0.1], [0.2, -0.2, 0.2], [0.0, 0.1, -0.3], [0.4, 0.1, 0.1]]
}

3.
{
  "formula": "C8H10N4",
  "method": "ωB97M-V/def2-TZVPD",
  "lumo_energy_ev": [0.1, 0.1],
  "homo_energy_ev": [-7.45, -7.45],
  "de_lowest_kcal_mol": 82.8,
  "gap_ev": [7.55, 7.55],
  "symbols": ["N", "N", "N", "N", "C", "C", "C", "C", "C", "C", "C", "C", "H", "H", "H", "H", "H", "H", "H", "H", "H", "H"],
  "positions_angstrom": [[-1.69977, -1.57653, 0.66481], [1.01068, 0.15974, 1.78785], [-1.11439, 1.68396, -1.67613], [0.38354, -0.11261, -1.52219], [-1.96851, 0.86229, -2.28498], [1.87810, 1.11558, 2.18811], [-0.47378, -0.88323, -2.06067], [0.02764, 1.08162, -1.27431], [-1.79297, -0.48077, -2.46339], [-1.02277, -0.68326, 0.93053], [1.45955, -1.20998, 1.72348], [-0.23036, 0.38190, 1.30545], [1.97667, -1.36212, 0.70949], [-0.13224, -1.94750, -2.08935], [-3.00318, 1.19984, -2.48439], [2.84837, 0.76938, 2.53365], [0.79077, 1.70788, -0.74918], [-2.64223, -1.10739, -2.80955], [2.12038, -1.37963, 2.60441], [1.58180, 2.20996, 2.06936], [-0.57903, 1.44508, 1.15228], [0.58173, -1.87421, 1.74472]],
  "forces_ev_per_a": [[-0.4, -0.5, -0.3], [0.5, 2.4, 0.1], [1.1, -0.5, 0.5], [2.5, -1.2, 0.6], [-2.1, 0.2, 0.4], [-1.3, -0.1, -0.8], [-2.9, -3.9, -1.7], [-0.5, 4.7, -0.2], [1.8, -0.7, 0.3], [-0.5, 0.0, 0.3], [1.2, -1.2, -0.5], [0.0, 2.2, 0.4], [-0.6, 0.2, 1.6], [-0.7, 0.8, -0.4], [0.8, 0.6, -0.1], [-0.3, 0.3, -0.1], [-0.9, -0.3, -0.5], [1.2, 0.3, 0.2], [-0.4, -0.1, -0.9], [0.5, -1.9, 0.3], [0.5, -1.6, 0.5], [0.6, 0.2, 0.2]]
}

4.
{
  "formula": "C12H8F36MgN6O28S12",
  "method": "ωB97M-V/def2-TZVPD",
  "multiplicity": 2,
  "lumo_energy_ev": [7.4, 7.3],
  "homo_energy_ev": [3.88, 0.11],
  "charge": -5,
  "s_squared": 0.7544,
  "gap_ev": [3.56, 7.22],
  "symbols": ["S", "S", "S", "S", "S", "S", "S", "S", "S", "S", "S", "S", "Mg", "F", "F", "F", "F", "F", "F", "F", "F", "F", "F", "F", "F", "F", "F", "F", "F", "F", "F", "F", "F", "F", "F", "F", "F", "F", "F", "F", "F", "F", "F", "F", "F", "F", "F", "F", "F", "O", "O", "O", "O", "O", "O", "O", "O", "O", "O", "O", "O", "O", "O", "O", "O", "O", "O", "O", "O", "O", "O", "O", "O", "O", "O", "O", "O", "N", "N", "N", "N", "N", "N", "C", "C", "C", "C", "C", "C", "C", "C", "C", "C", "C", "C", "H", "H", "H", "H", "H", "H", "H", "H"],
  "positions_angstrom": [[-2.78280, -0.94423, 4.14981], [-4.40243, 0.66585, 2.79715], [-1.73328, 4.77311, -5.72421], [5.23979, 1.41681, -1.26303], [6.54042, 1.26050, 0.97213], [2.27311, -2.15026, -1.09042], [-0.01470, 2.87912, 2.98222], [0.27125, -7.04887, -1.87247], [-1.84593, 2.81307, -3.83765], [-0.33156, 5.44642, 3.45084], [0.08631, -0.91352, -1.82168], [-1.28712, -6.11145, -0.19861], [-0.24329, -3.93341, -2.16203], [-7.06537, 0.97614, 3.52493], [2.14757, 2.30965, 1.35106], [2.46364, 3.92774, 2.79423], [-1.81037, -0.24038, -0.07701], [7.37205, -1.25959, 1.77441], [-2.56872, 1.57728, -6.12972], [-2.70922, 6.66990, 3.72630], [-0.64209, 6.61836, -4.10860], [-1.99526, -3.75573, 1.01388], [-3.14743, -2.98076, 5.97108], [-3.83118, -3.55130, 4.02559], [3.22371, 3.19431, -1.41755], [-1.68049, -5.34140, 2.41465], [-1.09711, 0.47309, -4.98596], [-2.82466, 4.42174, 4.09490], [4.94563, 3.89034, -0.22451], [-0.37635, -1.53023, 0.86501], [1.13045, -9.20488, -0.37021], [2.75468, -7.98000, -1.28653], [4.98975, 3.83376, -2.38193], [1.84441, -7.29752, 0.51855], [6.27462, -1.26671, -0.23179], [-1.68772, -3.46444, 4.46889], [0.12979, 0.58484, 0.58386], [5.16526, -1.07819, 1.68803], [-6.13799, 2.68767, 2.52636], [2.28062, -4.24711, 0.73123], [0.03030, -4.47407, 1.51615], [-2.74969, 5.22313, 2.15108], [-5.68726, 2.29191, 4.56261], [-2.19524, 7.44232, -5.34895], [-2.71298, 6.14696, -3.59459], [2.66074, -4.79949, -1.32484], [-3.22705, 0.47700, -4.34845], [2.45640, 1.87751, 3.47767], [4.23169, -3.80064, -0.08454], [-0.11354, 6.67166, 4.15843], [-1.10851, 2.26384, -2.73306], [-1.92362, -0.91362, 2.97321], [-2.26140, -0.26134, 5.32048], [-1.17396, -0.89294, -2.54201], [-2.90416, 2.27124, -0.61818], [-0.68058, 3.19598, 1.73343], [-0.99606, 5.19099, -6.94804], [1.04136, -6.73637, -3.11119], [-0.73805, -8.02710, -2.11993], [1.47765, 1.85668, -4.30516], [-4.75894, 0.11318, 1.47591], [1.23522, -1.22350, 3.13208], [2.26915, -1.16611, 0.01164], [-2.10566, -3.44057, -1.87242], [-1.05785, -7.41094, 0.47450], [7.71785, 1.59622, 1.83691], [5.36921, 1.87492, 1.47627], [-0.28154, 1.53581, 3.51504], [-3.29312, 1.60608, 2.89691], [3.19181, -1.94016, -2.18519], [-3.10154, 3.36395, -3.37701], [0.08405, 5.53532, 2.05066], [-3.07799, 4.33066, -5.97938], [-2.62558, -5.90132, -0.68545], [5.51547, 1.09035, -2.65601], [4.25615, 0.60374, -0.57920], [1.08143, 0.10724, -2.18615], [0.00201, 4.16995, 4.24192], [6.83574, 1.49563, -0.54194], [-0.23712, -5.46975, -1.18581], [-4.32582, -0.60835, 3.96681], [-0.77568, 3.80526, -4.88470], [0.78565, -2.53645, -1.53939], [-2.23035, 1.21016, -4.88612], [2.93756, -3.87363, -0.38727], [-2.80596, -2.86466, 4.61988], [-0.51783, -0.45248, 0.01199], [-5.96217, 1.70984, 3.40014], [1.57083, -7.93626, -0.68733], [1.89224, 2.71430, 2.57016], [4.55755, 3.22419, -1.31675], [6.28000, -0.70697, 1.06540], [-2.31456, 5.39484, 3.31299], [-1.19460, -4.81635, 1.30297], [-1.83621, 6.41923, -4.58239], [-1.96351, 2.09716, -0.65146], [1.91084, 1.24613, -4.90165], [1.44820, 1.39392, -3.46777], [-2.55335, -2.66155, -2.20246], [1.38305, -1.55061, 2.24474], [-2.75924, -3.88085, -1.32907], [0.42016, -0.72527, 3.07150], [-3.30980, 1.40479, -0.64887]],
  "forces_ev_per_a": [[2.0, 0.4, 0.7], [0.8, -1.2, -0.4], [1.7, 1.2, -1.7], [1.1, -1.1, -1.7], [3.1, 0.4, 3.3], [4.2, 0.8, 2.6], [0.6, -2.3, 0.0], [4.2, -1.8, -2.6], [0.7, 0.1, 1.3], [-1.8, 2.0, -3.4], [0.4, 3.2, 1.7], [-1.3, 1.8, 4.4], [-0.9, -0.3, -1.2], [-0.3, 0.0, -0.1], [-0.2, 0.0, 0.1], [0.0, -0.5, -0.6], [0.1, 0.3, -0.2], [-1.6, 0.5, -1.3], [-0.3, -0.5, 0.1], [-0.6, -1.1, 0.2], [0.7, 0.7, 0.7], [0.8, -0.3, 0.0], [0.5, 0.3, -0.7], [1.1, 0.4, -0.4], [0.6, -0.2, 0.6], [-0.3, -0.6, 0.4], [-1.2, 0.3, 0.1], [-0.2, 0.9, 0.3], [-0.3, 0.1, -0.5], [0.1, 1.1, -1.7], [0.9, 0.6, 0.0], [1.0, -0.7, -0.2], [1.0, 0.7, -1.0], [-0.8, -0.6, -1.3], [0.3, 0.7, 2.6], [1.3, -0.5, -0.6], [-1.0, -1.4, -1.6], [0.9, 0.3, -0.5], [-0.5, -0.1, -0.5], [0.7, 0.5, -0.8], [0.9, 0.8, 0.2], [-1.2, -0.3, -3.1], [-0.1, -0.2, 0.4], [-0.5, 0.7, 0.4], [0.5, 1.2, -0.6], [0.8, 0.3, 0.1], [0.8, 0.4, -0.4], [-0.5, 0.4, -0.9], [-0.6, -0.1, -0.7], [0.3, 0.3, 1.6], [1.1, 0.0, -1.1], [-1.2, -0.6, 0.8], [-0.3, -1.2, -0.4], [1.1, -1.7, 0.0], [-0.6, 0.2, 0.2], [0.4, -0.3, 1.5], [-0.8, 0.0, 2.0], [-0.6, 0.5, 1.3], [-1.7, -1.2, -0.8], [0.2, 0.4, -0.6], [0.0, 1.1, 2.0], [0.5, -0.4, 0.4], [-0.4, -2.5, -1.9], [-0.6, 0.6, -0.8], [0.4, 2.1, -1.3], [-1.3, -1.6, -2.1], [-1.4, -0.1, 0.5], [0.3, 2.6, 0.2], [-2.0, -1.0, 0.0], [-0.9, -0.4, 0.4], [0.4, 0.0, -1.8], [-0.1, 0.2, 1.5], [-0.4, 0.4, 0.2], [-1.2, -0.1, -0.4], [-0.3, 0.7, 0.9], [1.0, 1.1, -0.5], [-1.7, -2.8, 0.6], [0.4, -3.3, -1.8], [-2.8, 0.1, -1.0], [-1.8, -0.8, 2.2], [-0.3, 1.8, -2.2], [-3.2, -1.6, 1.6], [-0.4, 4.3, -0.8], [1.1, 1.2, 0.0], [-1.7, 0.8, 0.7], [-3.4, 1.4, 1.6], [1.0, -0.9, 2.1], [2.1, -0.8, -0.1], [0.4, -0.9, 1.1], [-0.1, 1.0, 1.9], [-0.7, -1.3, 1.1], [0.8, -0.3, -0.6], [2.9, 0.9, 2.7], [-1.5, -1.1, -1.7], [-0.6, -3.9, -1.6], [0.2, 0.2, 0.0], [0.2, -0.1, 0.0], [-0.1, -0.1, 0.3], [0.2, 0.8, -0.2], [0.1, 0.1, -0.2], [0.0, -1.0, 0.6], [-0.4, 0.3, 0.1], [-0.1, -0.1, 0.2]]
}

| no. | electronic energy (hartree) |
| --- | --- |
| 1 | -346.9345 |
| 2 | -1029.7352 |
| 3 | -529.7399 |
| 4 | -11470.4133 |